ORCA calculation (the ωB97M-V functional and the def2-TZVPD basis) on a molecular structure, C52H55FIrN7O8S in a non-equilibrium geometry.

Cartesian coordinates (Å):
Ir (-0.093, -0.241, 0.913)
O (-0.718, 1.846, 2.189)
C (-0.502, 1.822, 3.595)
C (0.400, 0.499, 3.898)
O (0.541, 0.137, 5.043)
O (0.904, 0.016, 2.827)
C (-1.836, 1.698, 4.303)
C (-3.011, 1.705, 3.550)
C (-4.250, 1.651, 4.170)
C (-4.344, 1.593, 5.550)
C (-3.180, 1.573, 6.304)
C (-1.939, 1.609, 5.690)
C (0.330, 3.021, 4.040)
C (0.485, 4.115, 3.186)
C (1.232, 5.220, 3.570)
C (1.802, 5.276, 4.830)
C (1.638, 4.204, 5.693)
C (0.939, 3.076, 5.294)
H (0.015, 2.348, 1.810)
H (-2.950, 1.762, 2.471)
H (-5.155, 1.654, 3.573)
H (-5.309, 1.557, 6.038)
H (-3.233, 1.524, 7.383)
H (-1.059, 1.547, 6.304)
H (-0.009, 4.152, 2.221)
H (1.359, 6.044, 2.881)
H (2.366, 6.145, 5.138)
H (2.067, 4.230, 6.686)
H (0.901, 2.222, 5.949)
C (1.880, -2.761, -6.330)
C (0.606, -3.049, -5.542)
N (0.500, -2.221, -4.340)
C (0.724, -2.778, -3.135)
C (0.782, -2.090, -1.964)
C (0.913, -2.849, -0.673)
O (1.434, -3.966, -0.710)
O (0.455, -2.307, 0.386)
C (0.725, -0.662, -1.968)
O (1.029, 0.079, -0.999)
C (0.281, -0.099, -3.245)
C (-0.122, 1.234, -3.286)
C (-0.657, 1.764, -4.424)
F (-1.166, 3.015, -4.352)
C (-0.718, 1.033, -5.625)
C (-0.275, -0.280, -5.589)
C (0.173, -0.883, -4.407)
N (-1.162, 1.583, -6.846)
C (-2.115, 0.857, -7.662)
C (-1.818, 1.126, -9.131)
N (-1.937, 2.597, -9.375)
C (-1.000, 3.361, -8.491)
C (-1.273, 3.020, -7.030)
H (1.924, -3.415, -7.200)
H (2.759, -2.955, -5.716)
H (1.923, -1.728, -6.674)
H (0.609, -4.091, -5.230)
H (-0.275, -2.899, -6.169)
H (0.873, -3.851, -3.116)
H (-0.063, 1.819, -2.384)
H (-0.283, -0.847, -6.508)
H (-3.149, 1.161, -7.429)
H (-2.037, -0.210, -7.476)
H (-2.506, 0.591, -9.784)
H (-0.795, 0.827, -9.354)
H (-2.897, 2.886, -9.168)
H (-1.754, 2.810, -10.357)
H (-1.130, 4.428, -8.668)
H (0.017, 3.073, -8.750)
H (-2.256, 3.406, -6.725)
H (-0.516, 3.530, -6.446)
C (-4.986, 3.588, 0.867)
N (-4.461, 2.381, 0.250)
N (-3.137, 2.265, -0.126)
C (-2.808, 0.919, -0.183)
O (-1.673, 0.487, -0.526)
C (-3.989, 0.215, 0.149)
C (-4.963, 1.137, 0.427)
C (-6.372, 0.936, 0.850)
C (-2.401, 3.367, -0.623)
C (-3.045, 4.400, -1.299)
C (-2.320, 5.496, -1.739)
C (-0.951, 5.563, -1.536)
C (-0.303, 4.510, -0.908)
C (-1.021, 3.414, -0.456)
H (-4.187, 4.315, 0.971)
H (-5.367, 3.362, 1.863)
H (-5.792, 4.019, 0.274)
H (-4.062, -0.857, 0.188)
H (-6.600, -0.123, 0.912)
H (-7.055, 1.402, 0.138)
H (-6.555, 1.391, 1.826)
H (-4.106, 4.342, -1.500)
H (-2.833, 6.297, -2.255)
H (-0.388, 6.418, -1.885)
H (0.770, 4.534, -0.768)
H (-0.509, 2.582, -0.004)
C (6.115, -3.878, 5.084)
C (6.283, -3.333, 3.667)
C (5.199, -3.836, 2.724)
N (3.902, -3.279, 3.108)
C (2.714, -3.631, 2.653)
S (1.350, -2.703, 3.032)
N (2.533, -4.730, 1.869)
C (2.940, -6.062, 2.083)
O (2.918, -6.831, 1.158)
C (3.338, -6.468, 3.464)
C (4.293, -7.478, 3.578)
C (4.707, -7.909, 4.826)
C (4.161, -7.345, 5.971)
C (3.181, -6.369, 5.862)
C (2.766, -5.932, 4.615)
H (6.880, -3.466, 5.739)
H (6.206, -4.965, 5.092)
H (5.141, -3.615, 5.498)
H (7.247, -3.644, 3.265)
H (6.274, -2.239, 3.682)
H (5.163, -4.922, 2.771)
H (5.418, -3.547, 1.693)
H (3.928, -2.430, 3.660)
H (2.033, -4.575, 0.960)
H (4.698, -7.914, 2.674)
H (5.447, -8.694, 4.905)
H (4.488, -7.676, 6.948)
H (2.731, -5.953, 6.753)
H (1.967, -5.205, 4.550)

Computed properties:
LUMO energy (alpha / beta): -4.604 / -6.146 eV
multiplicity: 5
orbital gap (alpha / beta): 7.04 / 5.69 eV
charge: +2
strongest force on any atom: 0.0428 hartree/bohr
HOMO energy (alpha / beta): -0.428 / -0.435 Ha